Formula: C17H17BCl2N2O4S
Source: the Open Molecules 2025 dataset
Level of theory: the ωB97M-V functional and the def2-TZVPD basis

```
44
Properties=species:S:1:pos:R:3:mulliken_charge:R:1
Cl 5.08 3.47 -1.42 -0.21
Cl 2.55 5.24 -2.01 -0.19
S 0.54 0.78 2.75 -0.21
O -3.05 -1.53 1.20 -0.70
O -2.66 -3.82 2.03 -0.61
O 1.06 -2.03 -1.49 -0.67
O -2.21 0.60 -0.70 -0.82
N -1.11 -1.95 -0.76 -0.14
N -0.18 0.92 -1.68 0.21
C 1.22 2.92 -1.89 -0.50
C 2.24 0.75 -1.62 0.01
C -2.12 3.21 0.39 -1.02
C 0.66 -0.41 1.52 0.20
C 3.59 2.71 -1.71 0.64
C 1.09 1.53 -1.76 0.05
C 0.31 -1.63 1.96 -0.23
C -1.05 -2.96 0.30 -0.15
C -1.21 1.30 -0.82 0.95
C 0.23 -2.88 1.13 -0.96
C 3.50 1.33 -1.67 -1.25
C -0.07 -1.52 -1.54 0.28
C 0.11 -0.40 3.94 -0.50
C -0.36 -0.35 -2.40 -1.13
C -1.08 2.55 -0.08 -0.30
C 2.47 3.53 -1.85 -0.22
C -0.01 -1.61 3.36 -0.66
B -2.32 -2.74 1.20 0.69
H 0.19 -3.80 1.78 0.40
H -3.55 -3.77 2.42 0.31
H -2.80 -0.80 0.58 0.42
H -3.10 2.76 0.26 0.29
H -0.11 2.89 0.24 0.51
H 0.33 3.49 -2.08 0.55
H -2.03 4.06 1.02 0.32
H -0.36 -2.50 3.85 0.42
H -2.05 -1.66 -1.00 0.52
H -0.19 -0.16 4.96 0.41
H 2.16 -0.33 -1.63 0.61
H -1.41 -0.38 -2.80 0.43
H 4.41 0.77 -1.63 0.47
H -1.14 -3.94 -0.14 0.32
H 0.97 -0.22 0.50 0.58
H 1.14 -3.00 0.51 0.38
H 0.34 -0.40 -3.22 0.53
```

spin multiplicity = 1
E_LUMO = 0.16 eV
energy above the lowest of the compared OMol25 structures with the same formula, charge and spin = 0.000 eV
SMILES = C=CC(=O)N(CC(=O)N[C@@H](Cc1ccsc1)B(O)O)c1ccc(Cl)c(Cl)c1

***

Formula: C5H14BClHfIrN
Source: the Open Molecules 2025 dataset
Level of theory: the ωB97M-V functional and the def2-TZVPD basis

```
24
Properties=species:S:1:pos:R:3:lowdin_spin:R:1
Ir -0.78 -0.17 -2.05 1.33
Hf 0.47 -0.37 -0.05 0.30
Cl -2.20 3.83 0.47 1.00
N -0.04 -0.66 2.09 0.01
C -0.09 1.42 -3.21 0.17
C -2.82 -0.43 -2.06 0.19
C 2.21 1.11 0.27 0.02
C 0.14 -0.83 3.22 0.01
C 1.12 -2.06 -0.52 0.73
B 0.40 -1.09 4.67 0.00
H 1.37 -1.82 4.75 0.00
H 2.02 2.20 0.15 0.00
H 3.03 0.83 -0.46 0.00
H -3.23 0.44 -1.66 0.02
H -0.59 -1.65 5.11 0.00
H 2.66 0.99 1.28 0.00
H -0.56 2.30 -2.76 0.02
H -3.20 -0.58 -3.21 0.01
H 0.60 -0.02 5.23 0.00
H 1.64 -2.02 -1.51 0.05
H -3.07 -1.40 -1.48 0.04
H 0.32 -2.74 -0.81 0.05
H -0.46 1.27 -4.31 0.01
H 1.06 1.45 -3.15 0.04
```

<S²> = 6.012
spin multiplicity = 5
E_LUMO (alpha / beta) = -0.69 / -4.48 eV
energy above the lowest of the compared OMol25 structures with the same formula, charge and spin = 5.470 eV

***

Formula: C8H8N2OS
Source: the Open Molecules 2025 dataset
Level of theory: the ωB97M-V functional and the def2-TZVPD basis

```
20
Properties=species:S:1:pos:R:3:mulliken_charge:R:1
S 2.03 1.53 -0.16 -0.14
O 2.98 -2.31 -0.15 -0.65
N -3.04 -1.98 -0.01 -0.46
N 2.68 -1.16 -0.11 0.57
C -0.74 1.44 -0.58 -0.78
C -0.62 -1.07 -0.21 0.77
C -1.97 -1.59 -0.11 -0.22
C -0.21 -0.69 1.19 -0.68
C 2.15 -0.13 -0.31 0.08
C -0.62 0.08 -1.25 -0.97
C 0.16 0.53 1.54 -0.58
C 0.29 1.61 0.53 -0.09
H 0.24 2.61 0.97 0.50
H -1.73 1.55 -0.13 0.35
H -0.63 2.23 -1.33 0.34
H -0.28 -1.48 1.92 0.40
H 0.46 0.75 2.56 0.39
H 0.31 0.03 -1.83 0.37
H 0.00 -1.89 -0.57 0.35
H -1.44 -0.06 -1.94 0.47
```

spin multiplicity = 1
E_LUMO = 0.18 eV
energy above the lowest of the compared OMol25 structures with the same formula, charge and spin = 2.915 eV

***

Formula: C5H14N2
Source: the Open Molecules 2025 dataset
Level of theory: the ωB97M-V functional and the def2-TZVPD basis

```
21
Properties=species:S:1:pos:R:3:mulliken_charge:R:1
N 0.11 1.25 0.80 -0.40
N -0.83 -1.46 -0.03 -0.36
C 1.03 2.31 1.23 -0.92
C 0.47 0.62 -0.46 0.35
C -0.70 -0.27 -0.87 -1.09
C -2.11 -2.16 -0.27 -0.82
C 1.82 -0.10 -0.43 -1.23
H 2.55 0.31 0.25 0.36
H -2.45 -2.61 0.67 0.27
H 1.52 2.75 0.35 0.34
H -2.84 -1.48 -0.70 0.30
H 0.05 0.53 1.51 0.26
H 0.49 1.42 -1.22 0.37
H -0.64 -0.52 -1.95 0.35
H 1.65 -1.14 -0.17 0.28
H -0.11 -2.11 -0.33 0.21
H 2.22 -0.18 -1.45 0.31
H -1.58 0.34 -0.72 0.55
H -2.02 -2.99 -0.97 0.28
H 1.85 1.98 1.87 0.28
H 0.47 3.09 1.71 0.31
```

spin multiplicity = 1
E_LUMO = 1.13 eV
energy above the lowest of the compared OMol25 structures with the same formula, charge and spin = 1.119 eV
SMILES = CNC[C@H](C)NC